1.
ORCA calculation (ωB97M-V with the def2-TZVPD basis set) on C42H41ClCuO2P2 as an isolated structure in a non-equilibrium geometry.

The maximum force is 0.1122 hartree/bohr. The energy relative to the best compared isomer or geometry (same formula, charge and spin) is 251.33 kJ/mol. Its highest occupied orbital energy (spin up / spin down) is -4.20 / -4.36 eV. The value obtained for the molecular weight is 738.73 g mol⁻¹. The energy comes out at -124045.954 eV. As for the multiplicity: 2. The HOMO-LUMO gap (spin up / spin down) comes out at 4.14 / 4.31 eV. For the LUMO energy (spin up / spin down), the calculation gives -0.06 / -0.05 eV.

Last column: Mulliken spin population.
Positions of all 89 atoms, in Å:
Cu  1.506  -0.515  -2.787  0.306
C  5.595  -1.742  -2.682  -0.043
C  5.731  -1.413  -1.389  0.030
C  6.245  -0.109  -0.909  -0.003
C  5.709  1.137  -1.682  -0.001
C  4.292  1.120  -2.089  -0.052
C  3.754  0.714  -3.256  -0.037
C  4.441  -0.063  -4.326  -0.027
C  5.695  -0.852  -3.893  0.014
C  -0.412  1.893  0.439  0.005
H  5.530  -2.824  -2.913  0.017
H  5.674  -2.206  -0.629  -0.005
H  7.338  -0.045  -1.029  0.001
H  5.999  -0.004  0.160  0.002
H  5.807  1.956  -0.952  -0.001
H  6.399  1.391  -2.494  0.001
H  3.666  1.607  -1.341  0.023
H  2.743  1.071  -3.514  0.064
H  4.744  0.581  -5.175  0.001
H  3.742  -0.799  -4.770  0.006
H  5.895  -1.585  -4.692  -0.001
H  6.555  -0.179  -3.838  -0.002
H  -0.419  0.993  -0.204  0.002
H  -1.304  2.523  0.279  0.000
H  -0.328  1.585  1.497  0.000
P  2.291  -1.249  0.263  -0.018
P  1.052  2.835  0.051  -0.006
C  2.719  0.461  0.766  0.108
C  2.398  1.805  0.655  0.041
C  2.786  -2.142  1.725  0.030
C  4.091  -1.912  2.189  -0.029
C  4.632  -2.673  3.223  0.000
C  3.846  -3.637  3.854  -0.004
C  2.503  -3.785  3.482  0.002
C  1.961  -3.039  2.429  0.006
C  2.615  -2.416  -1.079  0.212
C  2.728  -1.975  -2.466  0.235
C  2.539  -2.942  -3.521  0.130
C  2.520  -4.297  -3.197  -0.039
C  2.811  -4.700  -1.881  0.250
C  2.887  -3.766  -0.839  -0.167
C  0.985  4.472  0.814  -0.004
C  1.129  4.545  2.212  0.009
C  1.113  5.783  2.849  0.001
C  0.975  6.953  2.104  0.001
C  0.808  6.893  0.719  0.000
C  0.781  5.655  0.073  -0.001
C  1.171  3.060  -1.741  0.017
C  0.338  2.334  -2.619  0.005
C  0.376  2.596  -3.992  -0.022
C  1.285  3.521  -4.504  -0.004
C  2.165  4.183  -3.649  0.005
C  2.114  3.955  -2.276  0.007
H  3.515  0.419  1.530  0.003
H  3.147  2.481  1.136  -0.004
H  4.689  -1.109  1.762  -0.002
H  5.660  -2.478  3.522  0.000
H  4.268  -4.241  4.643  -0.001
H  1.863  -4.483  4.022  0.000
H  0.904  -3.127  2.158  -0.003
H  3.577  -1.258  -2.517  -0.083
H  2.416  -2.602  -4.542  0.023
H  2.355  -5.063  -3.959  0.005
H  3.040  -5.728  -1.627  0.017
H  3.283  -4.036  0.148  0.004
H  1.265  3.617  2.773  -0.004
H  1.188  5.809  3.932  0.000
H  0.955  7.910  2.609  0.000
H  0.683  7.804  0.132  0.000
H  0.619  5.593  -1.011  0.001
H  -0.349  1.582  -2.219  0.010
H  -0.310  2.064  -4.654  -0.002
H  1.299  3.736  -5.568  0.000
H  2.878  4.905  -4.039  0.000
H  2.800  4.489  -1.614  -0.001
Cl  -5.646  -3.137  1.829  0.000
C  -4.131  -2.706  1.202  0.001
C  -3.172  -2.098  2.032  0.001
C  -1.914  -1.752  1.502  -0.001
C  -1.649  -1.984  0.139  0.006
C  -2.557  -2.719  -0.646  0.000
C  -3.797  -3.087  -0.116  0.000
C  -0.442  -1.503  -0.516  -0.011
O  0.617  -1.430  0.321  -0.022
O  -0.372  -1.163  -1.706  -0.006
H  -3.411  -1.925  3.088  0.000
H  -1.144  -1.301  2.142  0.001
H  -2.283  -2.994  -1.672  0.001
H  -4.512  -3.672  -0.705  0.000

2.
ORCA calculation (ωB97M-V with the def2-TZVPD basis set) on C42H41MnN4P2Si as an isolated structure in a non-equilibrium geometry.

The maximum force is 0.0431 hartree/bohr. Its highest occupied orbital energy (spin up / spin down) is -8.84 / -10.16 eV. The value obtained for the molecular weight is 746.79 g mol⁻¹. The energy comes out at -107949.998 eV. As for the multiplicity: 6. The HOMO-LUMO gap (spin up / spin down) comes out at 6.69 / 7.56 eV. As for the total charge: +1. For the LUMO energy (spin up / spin down), the calculation gives -2.15 / -2.61 eV.

Last column: Mulliken spin population.
Positions of all 91 atoms, in Å:
Mn  0.314  0.375  0.265  4.557
C  -2.507  -2.436  0.104  0.027
Si  -0.989  -1.439  -0.545  0.041
C  -1.701  -0.577  -2.138  0.047
C  -2.200  -1.337  -3.187  0.004
C  -2.855  -0.742  -4.251  0.000
C  -3.054  0.630  -4.263  0.002
C  -2.545  1.409  -3.242  -0.010
C  -1.836  0.814  -2.204  -0.041
P  -1.104  1.816  -0.865  -0.054
C  0.195  2.896  -1.569  -0.014
C  0.380  3.240  -2.901  0.007
C  1.417  4.097  -3.240  0.002
C  2.271  4.594  -2.270  0.007
C  2.092  4.248  -0.938  0.031
C  1.060  3.400  -0.593  0.105
C  -2.429  3.023  -0.542  0.002
C  -2.484  4.254  -1.189  0.004
C  -3.548  5.104  -0.952  0.002
C  -4.547  4.740  -0.064  0.002
C  -4.491  3.514  0.583  0.002
C  -3.434  2.656  0.348  0.006
C  0.338  -2.689  -1.175  0.019
C  0.088  -4.047  -1.321  -0.003
C  1.087  -4.920  -1.715  -0.001
C  2.365  -4.443  -1.959  0.005
C  2.639  -3.092  -1.821  -0.004
C  1.633  -2.216  -1.436  -0.043
P  1.918  -0.409  -1.325  0.169
C  3.720  -0.271  -1.112  -0.028
C  4.623  -0.536  -2.141  0.003
C  5.981  -0.468  -1.895  0.003
C  6.444  -0.127  -0.633  0.000
C  5.550  0.160  0.384  0.011
C  4.189  0.088  0.147  -0.016
C  1.763  0.049  -3.083  0.007
C  2.466  1.157  -3.553  0.009
C  2.384  1.509  -4.887  -0.001
C  1.568  0.791  -5.747  0.004
C  0.862  -0.304  -5.278  -0.001
C  0.962  -0.681  -3.952  0.001
H  -2.979  -2.942  -0.730  0.002
H  -3.249  -1.792  0.564  0.002
H  -2.210  -3.178  0.837  -0.001
H  -2.077  -2.410  -3.161  0.002
H  -3.235  -1.353  -5.056  0.000
H  -3.616  1.088  -5.063  -0.001
H  -2.724  2.475  -3.227  0.000
H  -0.267  2.835  -3.666  0.001
H  1.560  4.373  -4.274  0.001
H  3.083  5.249  -2.548  0.001
H  2.753  4.637  -0.178  0.001
H  0.889  3.131  0.453  -0.046
H  -1.697  4.548  -1.870  0.001
H  -3.599  6.052  -1.466  0.000
H  -5.366  5.416  0.129  0.000
H  -5.277  3.234  1.269  0.000
H  -3.372  1.698  0.850  0.006
H  -0.906  -4.420  -1.129  0.001
H  0.873  -5.973  -1.820  0.000
H  3.155  -5.120  -2.250  0.000
H  3.641  -2.727  -2.001  0.000
H  4.267  -0.779  -3.132  0.000
H  6.682  -0.684  -2.688  0.000
H  7.508  -0.076  -0.449  0.000
H  5.916  0.442  1.360  0.000
H  3.474  0.314  0.933  0.033
H  3.091  1.722  -2.874  -0.005
H  2.963  2.342  -5.256  0.000
H  1.491  1.082  -6.783  0.000
H  0.245  -0.879  -5.950  0.000
H  0.432  -1.551  -3.596  0.001
C  2.435  1.392  6.210  0.000
C  1.459  0.251  6.482  0.003
C  0.032  0.776  6.610  0.000
C  1.575  -0.840  5.396  -0.002
N  1.028  -0.425  4.142  0.026
C  -0.262  -0.334  3.750  0.011
N  -0.287  0.156  2.538  0.027
N  1.000  0.347  2.186  0.071
N  1.789  0.014  3.139  0.003
H  2.290  2.185  6.938  0.000
H  2.277  1.812  5.219  0.000
H  3.463  1.049  6.282  0.000
H  1.738  -0.235  7.421  -0.001
H  -0.263  1.336  5.724  0.000
H  -0.028  1.452  7.456  0.000
H  -0.677  -0.033  6.772  0.000
H  1.051  -1.746  5.709  0.001
H  2.628  -1.073  5.223  0.001
H  -1.111  -0.644  4.319  0.001